96
Properties=species:S:1:pos:R:3:forces:R:3:lowdin_charge:R:1 method="wB97M-V/def2-TZVPD" gap_ev=7.0379 e_lumo_ha=-0.141 charge=+1 fmax_ha_per_bohr=0.0862
C 2.1724 -1.7037 1.6817 -1.0 0.3 0.7 -0.1005
C 1.0453 -1.0479 0.8076 -0.6 -0.4 -0.6 -0.1965
C 1.5505 -0.5921 -0.6514 1.9 1.0 3.9 -0.3089
F 2.6828 -1.3546 -0.9458 -1.6 0.4 -1.2 -0.0055
N 0.5450 -0.3864 -1.6752 -0.3 1.4 0.1 -0.0014
C -0.3624 0.6164 -1.1618 -0.5 -1.2 0.3 -0.2072
N -0.0947 1.8929 -1.2828 0.6 0.1 -0.4 0.0586
C 1.1286 2.3665 -1.9835 1.5 0.8 -0.3 -0.0770
C 0.7723 3.4365 -3.1002 -0.6 0.0 0.0 -0.7420
O -0.1704 3.3287 -3.8168 0.5 -0.3 0.6 0.0427
Br 1.9004 5.0519 -3.3186 -0.2 -1.1 0.4 0.7408
C -0.9541 2.9828 -0.7850 -0.5 2.5 0.7 -0.0593
C -0.1266 4.1136 -0.0304 -0.7 -0.1 0.6 -0.3448
C -1.1174 5.1871 0.6073 -0.1 -1.3 -0.7 -0.0151
O 0.5733 3.3902 1.0020 0.3 1.0 -0.8 -0.1463
C 1.4414 4.2461 1.7450 1.7 0.1 2.0 -0.1730
C 2.3919 3.4057 2.6803 1.1 -1.6 0.5 -0.1674
C 3.1343 2.2712 2.1024 0.4 0.5 2.3 -0.0419
C 4.0690 1.4828 2.9279 -1.1 1.7 1.1 -0.0815
C 4.2817 1.7992 4.3441 -2.2 1.9 -1.2 -0.0431
C 3.4984 2.9504 4.9502 0.1 -0.9 -3.0 -0.0398
C 2.5860 3.7361 4.1032 1.0 -1.6 -0.9 -0.0327
N -1.5248 0.1328 -0.5454 1.2 0.6 -1.3 0.1397
C -2.3557 -0.5436 -1.5768 -0.7 -0.9 -0.2 -0.2293
C -2.8978 0.5008 -2.6029 -0.9 1.4 -0.5 -0.1152
C -3.9838 0.0048 -3.6147 -0.1 -1.1 -0.4 -0.1820
F -4.5467 1.0680 -4.3620 0.9 -0.8 1.0 -0.0570
C -1.5058 -1.7610 -2.0685 0.7 -1.6 0.9 -0.2560
C -2.2583 -2.8402 -2.9478 -0.8 -0.4 -0.4 -0.1402
C -2.4161 -4.2664 -2.2336 0.3 0.6 -0.4 -0.1714
O -3.8405 -4.5040 -1.9417 1.1 0.7 1.7 -0.0551
C -3.9938 -4.0518 -0.6230 -0.3 -0.5 0.3 -0.3162
O -4.5212 -4.6829 0.2422 -0.1 0.2 -0.8 0.1142
C -0.0143 -1.3777 -2.5873 -1.9 0.3 -0.1 -0.4409
C -0.2426 -0.6689 -4.0055 0.6 0.1 -0.4 -0.0575
C 0.7032 -0.9934 -5.1933 -0.7 1.0 -2.2 -0.2497
O 0.5534 -2.3104 -5.7553 0.5 0.6 0.8 -0.0376
C 2.2056 -0.5227 -5.0636 1.3 -0.1 -0.8 -0.4562
F 2.4135 0.6239 -5.8253 -0.5 -1.3 1.2 0.0937
F 3.0679 -1.4591 -5.6014 -1.2 1.2 0.9 0.1112
F 2.6239 -0.2178 -3.7960 -0.6 -0.3 -1.3 0.1133
P 0.7391 -3.1144 -2.7534 1.1 -1.1 -1.3 0.7488
O 2.3381 -2.9928 -3.2889 -1.7 0.2 0.9 -0.3361
Br 0.9647 -4.1270 -0.7204 0.0 0.7 -0.3 0.4371
H 1.6645 -2.0636 2.6265 0.6 0.5 -0.9 0.0937
H 2.6526 -2.6055 1.2335 -0.3 1.1 0.1 0.0504
H 2.8849 -0.8985 1.9889 -0.3 -0.9 -0.4 0.0554
H 0.1456 -1.7244 0.7139 1.0 0.6 0.1 0.0710
H 0.6576 -0.1198 1.3252 0.5 -0.9 -0.5 0.1150
H 1.9815 0.4366 -0.4179 -0.4 -1.0 -0.6 0.1396
H 1.8816 2.7937 -1.2593 -1.1 -0.4 -0.6 0.1345
H 1.6662 1.5535 -2.5328 -0.8 0.4 0.5 0.1310
H -1.7479 2.6974 -0.0587 0.8 -0.4 -0.6 0.1372
H -1.4857 3.5301 -1.6197 0.7 -1.0 0.5 0.1507
H 0.5614 4.6795 -0.7133 -0.3 -0.8 0.5 0.1071
H -1.3053 4.8541 1.6591 0.1 0.5 -0.9 0.0980
H -0.6926 6.2196 0.5492 -0.5 -0.9 0.1 0.0975
H -2.0843 5.0949 0.0304 0.9 0.6 0.7 0.0907
H 0.8958 4.9486 2.4438 0.2 -0.6 -1.0 0.1259
H 2.1378 4.8611 1.0985 -1.0 -0.6 0.2 0.1469
H 3.0069 2.0000 1.0247 0.1 0.3 1.1 0.0840
H 4.6349 0.6329 2.4809 -0.5 0.9 0.3 0.0948
H 4.9791 1.1845 4.9637 -0.8 0.8 -0.8 0.0755
H 3.6108 3.2271 6.0179 0.0 -0.3 -1.0 0.0827
H 2.0126 4.6045 4.5220 0.7 -1.0 -0.3 0.1055
H -2.0125 0.7300 0.1092 0.0 0.3 -0.4 0.1423
H -3.2517 -0.9729 -1.0349 1.0 0.4 -0.6 0.1593
H -3.3948 1.3272 -2.0036 0.5 -0.9 -0.5 0.1360
H -2.1175 1.0472 -3.2125 -0.6 -0.8 0.8 0.1118
H -4.8360 -0.5558 -3.1291 0.8 0.8 -0.2 0.1363
H -3.5421 -0.7311 -4.3509 -0.4 1.0 0.6 0.1137
H -1.2639 -2.3200 -1.1082 -0.4 0.8 -0.8 0.0924
H -3.3300 -2.5482 -3.1663 1.2 -0.1 0.4 0.1140
H -1.8037 -2.9912 -3.9710 -0.2 0.3 1.2 0.1098
H -1.8887 -4.3209 -1.2486 0.0 0.1 -1.0 0.0681
H -2.0036 -5.0992 -2.8639 -0.8 0.8 0.5 0.1404
H -3.5533 -3.0482 -0.3354 -0.1 -0.7 -0.9 0.1486
H -1.2968 -0.7856 -4.3915 1.2 -0.3 0.5 0.1229
H -0.1491 0.4503 -3.8545 0.1 -1.2 -0.1 0.1232
H 0.3179 -0.3389 -6.0403 0.5 -0.2 1.2 0.1712
H 0.9588 -2.2814 -6.6440 -0.2 -0.1 0.6 0.1215
H 2.5126 -3.8189 -3.7775 -0.1 0.4 0.1 0.0698
C 4.0035 -0.3238 8.6320 -0.2 0.1 0.2 0.0530
N 4.7125 0.2664 7.4654 0.0 0.0 0.1 -0.4243
O 4.4031 1.3957 7.1300 0.3 -0.4 0.4 0.0268
O 5.5549 -0.4241 6.9262 -0.2 0.3 0.0 0.0750
H 3.2864 0.4005 9.0075 0.1 0.0 -0.1 0.0965
H 3.4994 -1.2243 8.2879 0.2 0.0 0.0 0.1030
H 4.7515 -0.5547 9.3872 0.0 -0.1 -0.1 0.1042
C -6.0698 -4.3168 3.3477 0.0 0.0 -0.3 0.0439
N -5.2806 -3.6762 4.4338 0.0 0.0 0.0 -0.4517
O -4.3071 -3.0185 4.1069 -0.2 -0.1 0.2 0.0466
O -5.6645 -3.8553 5.5712 0.2 0.1 -0.2 0.0703
H -5.6123 -4.0724 2.3933 0.0 0.0 0.1 0.0641
H -6.0535 -5.3908 3.5190 -0.1 0.1 0.1 0.1059
H -7.0828 -3.9240 3.4030 0.0 -0.1 0.1 0.1021


98
Properties=species:S:1:pos:R:3:forces:R:3:lowdin_charge:R:1 method="wB97M-V/def2-TZVPD" gap_ev=6.0838 e_lumo_ha=0.030 charge=-1 fmax_ha_per_bohr=0.1460
C 6.7568 4.4105 -3.6085 -0.5 1.2 -0.2 -0.1209
N 5.7041 4.3807 -4.6566 0.9 -0.7 0.8 -0.1300
C 5.2015 3.0307 -4.9473 -1.3 0.2 -0.6 -0.2028
C 3.7434 2.8536 -4.4746 0.8 -0.3 0.2 -0.2015
C 3.4158 1.8971 -3.5006 0.0 0.5 -0.4 -0.0312
C 2.1046 1.8092 -3.0988 -0.6 -0.7 0.7 -0.0629
C 1.0962 2.6193 -3.6152 -0.1 -0.4 -1.0 -0.1944
S -0.5314 2.3805 -2.9755 -0.2 1.5 2.6 0.7007
O -1.1123 3.6488 -2.7244 -0.3 0.4 -1.3 -0.2185
O -0.4813 1.5704 -1.7968 0.4 -1.0 -1.2 -0.2666
F -1.4295 1.6689 -4.0814 1.0 0.0 0.3 -0.1480
C 1.3907 3.5929 -4.5944 0.1 -0.3 0.1 -0.2070
C 2.7457 3.6704 -4.9966 -0.7 0.8 -0.2 -0.3675
S 3.0872 4.9329 -6.2264 0.0 0.0 0.0 1.0447
C 2.0419 6.2514 -5.6001 0.2 -1.5 0.0 -0.4111
C 2.4710 7.5644 -5.5972 -0.2 0.1 0.1 -0.0482
C 1.6236 8.5378 -5.0704 0.7 0.5 -0.5 -0.1927
C 2.1482 9.9707 -5.0704 -0.6 -0.7 0.9 -0.0756
O 3.1342 10.0251 -3.9688 0.3 0.5 -0.7 0.0474
C 4.1657 10.8255 -4.2545 0.0 -0.1 1.0 -0.7158
F 4.9188 10.9779 -3.1487 -0.1 -0.2 -0.3 0.1488
F 4.9693 10.3072 -5.2143 -0.2 0.5 0.0 0.1380
F 3.7803 12.0692 -4.6267 0.3 -0.4 -0.3 0.1442
C 0.3882 8.1664 -4.5528 -0.5 0.0 0.4 -0.2020
P -0.7057 9.4418 -3.8097 0.0 0.2 -0.4 0.7676
O -1.0169 10.5456 -4.7630 0.1 0.1 0.1 -0.4621
C -0.0306 6.8329 -4.5866 -0.8 -0.7 -0.2 -0.0489
C -1.4242 6.4651 -4.0255 -1.0 -0.2 1.2 -0.7606
O -2.3881 6.2449 -4.7839 1.0 0.0 -0.6 -0.0168
O -1.4548 6.4636 -2.7728 0.6 0.4 -0.3 -0.0558
C 0.7995 5.8367 -5.1099 0.3 1.1 -0.3 -0.1798
N 0.4430 4.4532 -5.1676 0.3 0.1 0.8 0.1299
H 7.2288 3.4352 -3.4474 -0.1 0.3 0.0 0.0680
H 6.3157 4.8084 -2.6751 0.4 -0.5 0.0 0.0767
H 7.4967 5.1728 -3.9091 0.1 -0.6 0.1 0.0679
H 4.9576 4.9641 -4.2997 -0.1 -0.1 -0.4 0.0680
H 5.1761 2.8762 -6.0446 0.2 0.1 0.3 0.1066
H 5.8425 2.2361 -4.5412 -0.2 0.3 0.1 0.1066
H 4.1698 1.2560 -3.0454 -0.1 0.2 -0.2 0.1154
H 1.8142 1.0979 -2.3236 0.1 0.1 -0.3 0.1162
H 3.4482 7.8416 -5.9984 -0.2 -0.2 0.2 0.1207
H 2.6382 10.2291 -6.0148 -0.2 -0.1 0.2 0.1365
H 1.3573 10.6781 -4.7952 0.3 0.0 -0.5 0.0994
H -1.8414 8.8141 -3.2468 0.5 -0.1 -0.1 0.0345
H 0.0371 9.9150 -2.6884 -0.2 -0.3 -0.1 0.0223
H -0.4900 4.3035 -4.7858 0.0 0.2 -0.1 0.1112
O 0.2519 -2.6534 -1.1130 2.8 -0.4 2.2 -0.2312
P -0.4698 -2.9547 0.1599 -7.0 0.4 -2.7 0.5984
O -1.3033 -4.3299 -0.2459 1.0 -0.1 0.7 -0.2092
C -0.7102 -5.3440 -1.0451 0.0 -0.3 -0.4 -0.2941
C 0.1184 -6.3211 -0.2318 -0.1 0.0 0.2 -0.0795
O -1.6575 -1.8484 0.1065 0.6 0.0 0.6 -0.2079
C -1.6452 -0.7770 -0.8508 -0.2 -0.1 -0.3 -0.2866
C -2.3610 -1.1843 -2.1228 -0.2 -0.2 0.0 -0.0605
O -0.8234 -3.1025 1.7637 2.4 0.2 -0.5 -0.1852
C -0.5082 -4.2533 2.5295 0.3 -0.4 0.4 -0.2862
C 0.9765 -4.3700 2.8163 0.0 0.1 0.1 -0.0744
H -0.1045 -4.9149 -1.8463 0.0 0.2 0.1 0.1064
H -1.5294 -5.8819 -1.5273 -0.1 0.1 0.1 0.1181
H 0.9220 -5.8050 0.2985 0.1 0.0 -0.1 0.0601
H 0.5644 -7.0802 -0.8763 0.0 0.0 0.0 0.0785
H -0.4980 -6.8300 0.5120 0.0 0.0 0.0 0.0734
H -0.6350 -0.4467 -1.0468 0.0 -0.2 0.0 0.0731
H -2.1664 0.0655 -0.3968 0.0 -0.1 0.2 0.1193
H -1.9883 -2.1324 -2.5142 0.2 0.1 0.0 0.0723
H -2.2423 -0.4203 -2.8900 0.0 0.0 0.0 0.0573
H -3.4276 -1.3207 -1.9316 0.0 0.1 0.0 0.0778
H -0.9096 -5.1529 2.0630 0.1 0.1 -0.3 0.0965
H -1.0426 -4.1467 3.4771 -0.1 0.2 -0.1 0.1092
H 1.5652 -4.3093 1.8977 0.0 -0.1 0.0 0.0652
H 1.1956 -5.3132 3.3194 0.0 0.0 -0.1 0.0828
H 1.3019 -3.5538 3.4630 0.0 0.0 0.0 0.0804
O -4.6828 -7.3158 8.4868 -1.5 3.0 -0.9 -0.2381
P -3.4787 -6.5726 8.0097 5.0 -5.2 0.9 0.5974
O -2.9366 -7.5490 6.7899 -0.6 1.0 -0.2 -0.2079
C -3.8393 -8.1803 5.8882 -0.3 -0.4 -0.2 -0.2896
C -4.2322 -7.2827 4.7301 0.2 0.1 0.0 -0.0736
O -2.4144 -6.9450 9.1932 -0.3 0.8 0.0 -0.2125
C -2.8349 -7.5802 10.3971 -0.1 -0.3 0.2 -0.2931
C -2.7757 -9.0896 10.2678 0.1 -0.1 -0.1 -0.0766
O -2.4574 -5.3489 7.6217 -2.4 0.6 0.2 -0.1823
C -2.4201 -4.7450 6.3350 0.0 0.5 -0.6 -0.2873
C -3.6254 -3.8646 6.0706 0.0 0.1 0.2 -0.0699
H -4.7321 -8.5382 6.4053 0.1 0.1 0.2 0.1059
H -3.3278 -9.0639 5.5009 0.1 0.1 0.1 0.1182
H -4.7085 -6.3675 5.0887 -0.1 -0.1 0.0 0.0626
H -4.9287 -7.7936 4.0641 0.0 0.0 0.1 0.0815
H -3.3566 -6.9947 4.1453 0.0 0.0 0.0 0.0729
H -3.8286 -7.2419 10.6892 0.0 -0.1 -0.1 0.1032
H -2.1495 -7.2574 11.1837 0.1 0.1 -0.1 0.1148
H -3.3005 -9.4422 9.3797 -0.2 0.1 0.1 0.0704
H -3.2156 -9.5678 11.1449 0.0 0.0 0.0 0.0757
H -1.7401 -9.4219 10.1746 0.0 0.0 0.1 0.0752
H -2.2812 -5.4977 5.5593 -0.2 -0.2 0.1 0.0915
H -1.5214 -4.1248 6.3113 0.0 -0.1 0.3 0.1241
H -4.5595 -4.4041 6.2491 0.0 0.0 -0.1 0.0661
H -3.6143 -3.5004 5.0424 0.0 0.0 0.0 0.0843
H -3.6176 -3.0023 6.7387 0.0 0.0 0.0 0.0822